1.
Molecular formula: C9H17N3S
Method: DFT, the ωB97M-V functional and the def2-TZVPD basis

The LUMO energy (spin up / spin down) comes out at 0.00796 / 0.00798 Ha. As for the spin multiplicity: 1. The highest occupied orbital energy (spin up / spin down) comes out at -7.58 / -7.58 eV.

```
30
Properties=species:S:1:pos:R:3:lowdin_charge:R:1
C 1.690 1.512 0.924 -0.133
C 0.794 0.583 0.786 0.058
C 2.588 0.891 -1.141 -0.886
C -0.484 0.535 2.923 -0.014
C -0.572 -1.438 1.395 -0.070
C -1.662 0.646 0.645 -0.034
C 0.909 -1.931 -2.370 -0.061
C 0.208 0.484 -2.851 -0.063
C -0.467 0.053 1.390 -0.583
N 2.723 1.611 0.015 0.001
N 1.699 -0.159 -1.038 0.062
N 0.881 -0.537 -2.096 -0.303
S 3.659 1.156 -2.405 0.550
H 1.848 2.198 1.811 0.147
H 0.158 0.085 3.614 0.063
H -0.124 1.548 2.981 0.067
H -1.466 0.408 3.226 0.058
H -0.653 -1.798 0.337 0.072
H -1.481 -1.858 1.743 0.066
H 0.393 -1.967 1.835 0.139
H -2.598 0.290 1.039 0.088
H -1.386 0.424 -0.431 0.094
H -1.538 1.689 0.673 0.067
H 0.994 -1.946 -3.475 0.103
H 1.838 -2.240 -1.839 0.100
H 0.081 -2.388 -1.815 0.068
H -0.778 0.068 -2.912 0.082
H 0.154 1.358 -2.238 0.079
H 0.689 0.714 -3.751 0.059
H 3.485 2.237 0.189 0.124
```


2.
Molecular formula: C9H17N4
Method: DFT, the ωB97M-V functional and the def2-TZVPD basis

The LUMO energy comes out at -0.15573 Ha. As for the spin multiplicity: 1. The highest occupied orbital energy comes out at -10.88 eV. Its net charge is +1.

```
30
Properties=species:S:1:pos:R:3:lowdin_charge:R:1
C 1.986 -3.755 -1.671 -0.077
C 3.110 -4.212 -0.929 -0.087
C 1.395 -2.520 -1.491 -0.116
C -3.155 1.557 -0.160 -0.146
C -2.007 2.659 -0.143 -0.065
C -2.940 0.743 1.053 -0.184
C -0.967 2.117 0.856 -0.296
C 1.282 -0.332 -0.763 -0.269
C 0.360 2.445 1.278 -0.048
N 1.833 -1.498 -0.706 0.031
N -1.563 1.054 1.433 0.021
N 1.724 0.715 -0.182 0.176
N 3.626 -3.617 0.151 0.167
H 1.530 -4.365 -2.559 0.148
H 3.506 -5.155 -1.328 0.140
H 0.532 -2.283 -2.083 0.107
H -4.070 2.107 -0.086 0.110
H -2.962 0.856 -0.977 0.116
H -1.648 2.821 -1.169 0.119
H -2.266 3.625 0.161 0.094
H -3.571 1.237 1.806 0.136
H -3.009 -0.276 0.792 0.109
H 0.294 -0.204 -1.371 0.173
H 0.663 2.010 2.273 0.092
H 0.740 3.356 0.909 0.047
H -1.157 0.494 2.162 0.143
H 1.111 1.422 0.217 -0.005
H 2.566 0.499 0.349 0.138
H 3.223 -2.733 0.556 0.135
H 4.170 -4.220 0.674 0.091
```


3.
Molecular formula: C9H17N4O
Method: DFT, the ωB97M-V functional and the def2-TZVPD basis

The LUMO energy comes out at -0.12267 Ha. As for the spin multiplicity: 1. The highest occupied orbital energy comes out at -12.10 eV. Its net charge is +1.

```
31
Properties=species:S:1:pos:R:3:lowdin_charge:R:1
C -0.784 0.952 1.647 0.049
C -2.108 0.625 1.644 -0.034
C 1.436 0.154 1.053 -0.372
C 2.037 -2.528 -1.188 -0.031
C 0.775 -2.517 -1.596 -0.184
C 1.030 1.764 -0.627 -0.164
C -3.136 0.992 0.601 -0.063
C 0.971 2.299 2.432 0.006
C -0.582 -2.576 -0.892 -0.321
N 1.600 0.605 -0.209 0.127
N 0.442 1.194 1.681 -0.078
N 1.272 2.207 -1.807 0.102
N -1.478 -1.681 -1.521 0.004
O 1.900 -0.682 1.788 0.179
H -2.365 0.186 2.602 0.127
H 2.925 -2.255 -1.805 0.077
H 2.346 -2.725 -0.170 0.055
H 0.625 -2.177 -2.600 0.088
H -2.513 1.349 -0.321 0.118
H -3.744 1.820 0.842 0.063
H -3.750 0.098 0.422 0.087
H 1.966 2.417 1.917 0.118
H 0.355 3.220 2.283 0.125
H 1.014 2.058 3.512 0.122
H -0.500 -2.432 0.259 0.136
H -0.670 -3.687 -0.984 0.120
H 1.966 -0.082 -0.851 0.126
H 2.099 1.972 -2.433 0.154
H 0.776 3.096 -2.017 0.126
H -2.399 -1.857 -1.154 0.071
H -1.506 -1.807 -2.507 0.066
```


4.
Molecular formula: C9H17N4OS
Method: DFT, the ωB97M-V functional and the def2-TZVPD basis

The SMILES is NC(=O)N/C(N)=[NH+]\S[C@]12CC[C@H](CC1)C2. The LUMO energy comes out at -0.10161 Ha. As for the spin multiplicity: 1. The highest occupied orbital energy comes out at -12.71 eV. Its net charge is +1.

```
32
Properties=species:S:1:pos:R:3:lowdin_charge:R:1
N 2.567 -1.745 4.058 0.210
C 2.203 -0.442 3.877 -0.538
O 2.146 0.482 4.629 0.113
N 2.151 -0.202 2.501 0.141
C 1.923 0.984 1.893 -0.424
N 1.736 2.090 2.605 0.220
N 2.065 1.020 0.529 -0.334
S 1.983 -0.328 -0.462 0.933
C -0.007 -0.071 -1.205 -0.507
C -0.958 -0.145 0.029 -0.142
C -2.292 0.263 -0.726 -0.115
C -1.745 0.613 -2.152 -0.282
C -1.512 -0.822 -2.820 -0.118
C -0.259 -1.275 -2.113 -0.191
C -0.307 1.174 -2.022 -0.080
H 2.619 -2.441 3.384 0.088
H 2.686 -2.097 4.998 0.134
H 2.097 -1.031 1.825 0.124
H 1.694 1.995 3.652 0.139
H 1.397 2.884 2.061 0.139
H 1.970 2.043 0.215 0.159
H -0.715 0.688 0.772 0.120
H -0.947 -1.161 0.375 0.098
H -3.043 -0.621 -0.852 0.147
H -2.679 1.093 -0.161 0.097
H -2.488 1.237 -2.597 0.133
H -1.215 -0.489 -3.847 0.127
H -2.406 -1.477 -2.858 0.130
H -0.424 -2.206 -1.503 0.138
H 0.608 -1.429 -2.724 0.103
H -0.032 1.203 -3.035 0.108
H -0.184 2.139 -1.505 0.130
```


E_tot readings, ordered: -915.40551, -571.84674, -646.98152, -1045.35539 hartree
Energy above the lowest of the compared OMol25 structures with the same formula, charge and spin readings, ordered: 0.00, 28.99, 95.43, 0.00 kcal per mole